No. 1
121
Properties=species:S:1:pos:R:3:nbo_charge:R:1 method="wB97M-V/def2-TZVPD" total_energy_ev=-100206.298 lumo_ev="0.5 / -1.6" spin_multiplicity=5 e_homo_ev="-6.1 / -7.3" s2=6.0389 max_force_ev_per_a=1.190 relative_energy_ev=0.000
Rh -0.3312 0.0951 1.0448 0.58
C -4.8842 -2.0139 -2.4244 -0.60
C -4.4457 -2.0329 -0.9621 -0.25
C -5.6481 -2.3141 -0.0562 -0.60
C -3.3277 -3.0266 -0.6890 -0.04
C -3.6221 -4.3761 -0.8322 -0.22
C -2.7366 -5.3608 -0.4332 -0.21
C -1.5529 -4.9842 0.1716 -0.24
C -1.2051 -3.6495 0.3252 0.05
C 0.0868 -3.3313 1.0398 -0.27
C 1.3045 -3.6613 0.1825 -0.59
C 0.1762 -4.0317 2.3988 -0.61
C -2.0597 -2.6497 -0.1859 0.11
N -1.6959 -1.2928 -0.1532 -0.62
C -1.9580 -0.5857 -1.2574 -0.02
C -1.9987 0.8121 -1.2317 -0.04
N -1.7340 1.4797 -0.1070 -0.60
C -2.2596 2.7769 0.0247 0.08
C -3.6006 3.0516 -0.3492 0.04
C -4.0607 4.3628 -0.2939 -0.24
C -3.2686 5.3955 0.1681 -0.21
C -1.9970 5.1042 0.6227 -0.24
C -1.4814 3.8171 0.5789 0.05
C -0.0693 3.6024 1.0712 -0.28
C 0.1955 4.2475 2.4312 -0.60
C 0.9479 4.1011 0.0508 -0.60
C -4.6307 1.9914 -0.7181 -0.28
C -5.0932 2.1062 -2.1702 -0.59
C -5.8430 2.0507 0.2176 -0.59
H -5.6543 -1.2591 -2.5842 0.21
H -5.3002 -2.9781 -2.7168 0.20
H -4.0530 -1.7982 -3.0941 0.21
H -4.0866 -1.0326 -0.7065 0.22
H -6.1109 -3.2719 -0.2899 0.20
H -6.4048 -1.5393 -0.1843 0.20
H -5.3574 -2.3373 0.9933 0.20
H -4.5808 -4.6614 -1.2434 0.20
H -2.9799 -6.4049 -0.5637 0.21
H -0.8752 -5.7448 0.5359 0.21
H 0.1173 -2.2438 1.2224 0.21
H 1.3163 -4.7181 -0.0905 0.20
H 2.2224 -3.4356 0.7212 0.20
H 1.2990 -3.0741 -0.7351 0.21
H 0.4491 -5.0829 2.2905 0.21
H -0.7781 -4.0102 2.9299 0.20
H 0.9375 -3.5562 3.0188 0.22
H -2.2093 -1.0944 -2.1863 0.19
H -2.3238 1.3370 -2.1269 0.19
H -5.0769 4.5728 -0.6007 0.20
H -3.6446 6.4089 0.1951 0.21
H -1.3797 5.9016 1.0131 0.21
H 0.0935 2.5231 1.1817 0.23
H 0.1300 5.3339 2.3864 0.20
H 1.1968 3.9890 2.7744 0.22
H -0.5076 3.9185 3.1979 0.19
H 0.8917 5.1859 -0.0586 0.20
H 0.7705 3.6533 -0.9279 0.22
H 1.9579 3.8433 0.3685 0.21
H -4.1816 1.0050 -0.5932 0.22
H -5.5330 3.0844 -2.3608 0.20
H -5.8493 1.3534 -2.3920 0.20
H -4.2681 1.9746 -2.8698 0.21
H -6.4458 2.9393 0.0357 0.20
H -5.5410 2.0687 1.2625 0.20
H -6.4815 1.1812 0.0614 0.21
S 0.5145 0.2327 3.2830 -0.19
C -1.1979 0.0807 3.1362 0.23
N -1.9857 1.1700 3.0136 -0.57
C -3.4216 1.0660 3.1469 -0.22
C -3.8751 -0.1624 2.3745 -0.43
C -3.1764 -1.4096 2.9066 -0.22
N -1.8413 -1.0860 3.4217 -0.60
H -1.5244 2.0664 2.9627 0.44
H -3.8670 1.9782 2.7496 0.23
H -3.6873 0.9772 4.2083 0.20
H -3.6052 -0.0178 1.3264 0.23
H -4.9569 -0.2776 2.4375 0.23
H -3.0734 -2.1398 2.1031 0.22
H -3.7424 -1.8730 3.7192 0.20
H -1.2095 -1.8692 3.5105 0.42
C 6.1796 -1.9076 -2.7863 -1.11
Si 4.5586 -2.1141 -1.8483 1.31
C 4.8478 -3.4908 -0.6002 -1.11
C 3.2042 -2.5967 -3.0561 -1.11
Si 4.0164 -0.0365 -0.8610 -0.26
Te 1.5242 0.3474 -0.7953 -0.07
Si 4.7788 0.2235 1.3366 1.30
C 6.6568 0.0991 1.3761 -1.10
C 4.0124 -1.1151 2.4086 -1.11
C 4.2239 1.8956 1.9893 -1.11
Si 4.6964 1.6774 -2.3439 1.30
C 6.5725 1.7884 -2.4764 -1.11
C 3.9702 1.3275 -4.0422 -1.11
C 4.0899 3.3550 -1.7624 -1.11
H 6.5831 -2.8913 -3.0299 0.24
H 6.9282 -1.3782 -2.2019 0.24
H 6.0377 -1.3658 -3.7188 0.23
H 5.3275 -4.3239 -1.1167 0.24
H 3.9249 -3.8560 -0.1560 0.24
H 5.5103 -3.1806 0.2050 0.24
H 3.4519 -3.5343 -3.5555 0.24
H 3.0661 -1.8322 -3.8177 0.24
H 2.2507 -2.7272 -2.5499 0.24
H 7.0059 -0.8318 0.9342 0.23
H 7.0249 0.1390 2.4010 0.24
H 7.1144 0.9186 0.8266 0.23
H 4.2363 -2.1132 2.0374 0.23
H 2.9282 -1.0020 2.4345 0.25
H 4.3848 -1.0432 3.4321 0.24
H 4.6985 2.7161 1.4553 0.23
H 4.4739 1.9936 3.0464 0.24
H 3.1448 2.0063 1.8886 0.25
H 7.0094 0.9244 -2.9624 0.24
H 7.0424 1.8959 -1.5018 0.23
H 6.8316 2.6690 -3.0651 0.24
H 4.3969 0.4291 -4.4836 0.23
H 4.1762 2.1609 -4.7155 0.24
H 2.8919 1.1943 -3.9871 0.25
H 4.4431 3.5982 -0.7635 0.23
H 3.0067 3.4093 -1.7581 0.24
H 4.4620 4.1208 -2.4442 0.24

=====

No. 2
136
Properties=species:S:1:pos:R:3:lowdin_charge:R:1 method="wB97M-V/def2-TZVPD" total_energy_ev=-170702.144 lumo_ev=-3.0 charge=+1 e_homo_ev=-9.9 max_force_ev_per_a=2.680 relative_energy_ev=1.213
Sc -0.2414 -0.8128 -0.2818 0.88
C 6.5242 -2.5525 -2.8085 -0.06
C 5.3682 -3.0865 -3.6598 -0.55
C 5.6590 -2.7478 -5.1278 -0.04
C 5.2987 -4.6099 -3.4776 -0.03
C 4.0360 -2.4895 -3.2345 -0.17
C 3.8908 -1.7314 -2.0852 -0.06
C 2.6446 -1.2532 -1.7370 -0.36
Se 2.4585 -0.2374 -0.0915 1.25
C 2.4990 -1.5587 1.3220 -0.38
C 3.6982 -2.1204 1.7168 -0.07
C 3.7246 -2.9627 2.8153 -0.17
C 2.5391 -3.1090 3.5318 0.03
C 1.3354 -2.5037 3.1987 -0.09
C 1.2831 -1.7523 1.9989 -0.38
O 0.1784 -1.2208 1.4875 -0.28
C 0.2040 -2.4624 4.2274 -0.52
C 0.3026 -1.0747 4.8860 -0.02
C 0.3640 -3.5338 5.3132 -0.06
C -1.1920 -2.6389 3.6190 -0.07
C 4.9937 -3.6567 3.2827 -0.55
C 4.8169 -5.1731 3.1136 -0.03
C 6.2247 -3.2083 2.4867 -0.06
C 5.2421 -3.3173 4.7605 -0.04
C 1.4684 -1.4496 -2.4939 -0.34
O 0.3437 -0.9285 -2.0406 -0.22
C 1.6180 -2.2182 -3.6778 -0.09
C 2.8808 -2.7157 -3.9796 0.01
C 0.4571 -2.6319 -4.5793 -0.52
C 0.8810 -2.6694 -6.0541 -0.05
C -0.7490 -1.6955 -4.4583 -0.04
C 0.0425 -4.0528 -4.1653 -0.03
H 7.4667 -2.9335 -3.1938 0.09
H 6.4328 -2.8746 -1.7739 0.08
H 6.5637 -1.4669 -2.8430 0.09
H 6.6478 -3.1085 -5.3996 0.09
H 5.6351 -1.6717 -5.2816 0.09
H 4.9400 -3.2080 -5.7991 0.08
H 6.2639 -5.0570 -3.7030 0.09
H 4.5536 -5.0522 -4.1333 0.08
H 5.0355 -4.8540 -2.4502 0.08
H 4.7179 -1.4952 -1.4355 0.10
H 4.5857 -1.8834 1.1528 0.10
H 2.5741 -3.6979 4.4328 0.10
H 1.2625 -0.9569 5.3860 0.09
H -0.4836 -0.9449 5.6270 0.09
H 0.2126 -0.2953 4.1316 0.09
H 1.2311 -3.3504 5.9424 0.08
H 0.4420 -4.5224 4.8666 0.09
H -0.5077 -3.5300 5.9626 0.09
H -1.3476 -1.9283 2.8119 0.04
H -1.9494 -2.4622 4.3800 0.09
H -1.3156 -3.6547 3.2478 0.06
H 4.7057 -5.4219 2.0597 0.07
H 3.9341 -5.5233 3.6443 0.08
H 5.6853 -5.6996 3.5046 0.09
H 6.1410 -3.4802 1.4360 0.08
H 7.1118 -3.6947 2.8883 0.09
H 6.3629 -2.1319 2.5696 0.09
H 4.4951 -3.7659 5.4100 0.08
H 5.2208 -2.2388 4.9026 0.09
H 6.2175 -3.6856 5.0706 0.09
H 2.9681 -3.3388 -4.8525 0.11
H 1.4169 -1.7659 -6.3280 0.10
H -0.0011 -2.7628 -6.6827 0.09
H 1.5157 -3.5235 -6.2681 0.07
H -0.4618 -0.6626 -4.6390 0.10
H -1.1814 -1.7574 -3.4623 0.06
H -1.5104 -1.9758 -5.1853 0.09
H 0.8643 -4.7495 -4.3253 0.09
H -0.8058 -4.3830 -4.7617 0.09
H -0.2389 -4.0759 -3.1161 0.06
C -8.4960 10.6542 0.1977 -0.07
O -8.8348 9.2873 0.1146 -0.07
C -7.8637 8.3591 0.0374 -0.27
C -6.4903 8.6106 -0.0043 0.00
C -5.5950 7.5614 -0.0607 -0.01
C -6.0326 6.2351 -0.0700 -0.16
C -7.4127 5.9919 -0.0534 -0.02
C -8.3078 7.0308 -0.0033 0.01
C -5.0805 5.1511 -0.0748 -0.25
N -3.7809 5.2623 -0.2658 0.19
C -3.2773 4.0095 -0.1732 -0.17
C -4.3043 3.0952 0.0935 -0.13
N -5.4415 3.8451 0.1504 0.19
C -4.0644 1.7214 0.3109 -0.06
C -5.0446 0.7992 0.7101 0.02
C -4.6606 -0.4809 1.0191 -0.02
C -3.3213 -0.8435 0.8546 -0.12
N -2.3876 -0.0266 0.3900 0.07
C -2.7249 1.2604 0.1589 -0.11
C -1.6654 2.1835 -0.1862 -0.12
N -0.4174 1.6855 -0.3495 0.08
C 0.5649 2.5446 -0.5642 -0.12
C 0.4015 3.9325 -0.6165 -0.01
C -0.8634 4.4538 -0.5039 0.03
C -1.9315 3.5709 -0.2985 -0.06
H -9.4439 11.1827 0.2804 0.10
H -7.9705 10.9926 -0.6992 0.10
H -7.8884 10.8641 1.0823 0.10
H -6.1181 9.6231 0.0088 0.11
H -4.5335 7.7531 -0.0895 0.12
H -7.7989 4.9840 -0.0977 0.10
H -9.3712 6.8528 0.0094 0.12
H -6.3728 3.5160 0.3357 0.15
H -6.0765 1.1048 0.7989 0.12
H -5.3712 -1.2047 1.3882 0.12
H -2.9968 -1.8404 1.1237 0.10
H 1.5614 2.1343 -0.7013 0.06
H 1.2626 4.5695 -0.7456 0.12
H -1.0687 5.5109 -0.5637 0.13
C -0.1073 -7.3908 0.3605 -0.06
C -0.9075 -6.2206 0.9117 -0.28
O -0.9217 -5.1594 -0.0399 -0.33
P -0.5670 -3.6326 0.4033 0.97
O 0.7850 -3.3400 -0.4698 -0.31
C 1.5908 -4.4005 -1.0197 -0.23
C 2.6987 -4.7989 -0.0593 -0.05
O -1.5934 -2.8692 -0.7047 -0.36
C -2.8865 -3.4375 -0.9798 -0.27
C -2.9381 -4.2203 -2.2816 -0.05
H -0.1634 -8.2413 1.0318 0.08
H 0.9373 -7.1109 0.2523 0.06
H -0.5066 -7.6848 -0.6065 0.08
H -0.4801 -5.8666 1.8549 0.10
H -1.9475 -6.5128 1.0925 0.12
H 2.0155 -4.0141 -1.9481 0.10
H 0.9510 -5.2572 -1.2553 0.11
H 3.3868 -3.9669 0.0671 0.06
H 3.2421 -5.6552 -0.4552 0.09
H 2.2862 -5.0547 0.9170 0.08
H -3.5961 -2.6044 -1.0244 0.11
H -3.1780 -4.0943 -0.1534 0.12
H -2.6865 -3.5859 -3.1256 0.06
H -3.9499 -4.5968 -2.4177 0.09
H -2.2549 -5.0622 -2.2524 0.07

=====

No. 3
73
Properties=species:S:1:pos:R:3:lowdin_charge:R:1 method="wB97M-V/def2-TZVPD" total_energy_ev=-94468.083 lumo_ev=4.0 charge=-2 e_homo_ev=-1.2 max_force_ev_per_a=0.732 relative_energy_ev=0.669
K -0.1494 0.0714 -0.0570 0.74
C -3.0765 0.8366 1.6647 -0.07
C -1.9840 0.7826 2.7221 -0.27
N -0.7212 1.3542 2.2869 -0.24
C -0.7652 2.7566 1.8978 -0.25
C -1.0333 3.7487 3.0289 -0.08
C 0.3843 0.9893 3.1617 -0.20
C 1.7885 1.3003 2.6300 -0.26
N 2.0250 0.6096 1.3880 -0.02
C 3.2142 0.5867 0.8383 -0.22
C 3.3814 -0.1267 -0.4045 -0.16
F 2.2815 -0.7022 -0.9410 0.02
C 4.5732 -0.2583 -1.0540 -0.24
F 4.6082 -0.9717 -2.2111 0.04
C 5.7617 0.3054 -0.5900 -0.01
C 5.6375 1.0188 0.5856 -0.26
F 6.7476 1.6162 1.1075 0.03
C 4.4540 1.1652 1.2696 -0.14
F 4.4954 1.9138 2.4157 0.02
H -3.9297 0.2446 2.0047 0.07
H -2.7656 0.4284 0.6992 0.05
H -3.4283 1.8528 1.4780 0.07
H -1.7875 -0.2640 2.9592 0.09
H -2.3550 1.2623 3.6525 0.11
H -1.5152 2.8632 1.1130 0.10
H 0.1699 2.9976 1.3905 0.10
H -1.9996 3.5692 3.5082 0.06
H -1.0420 4.7687 2.6380 0.07
H -0.2666 3.7034 3.8055 0.06
H 0.3156 -0.0911 3.3144 0.12
H 0.2834 1.4674 4.1584 0.11
H 2.4767 0.9970 3.4355 0.11
H 1.9144 2.3903 2.5431 0.11
H 6.6952 0.2041 -1.1186 0.10
O -2.3557 -2.7542 3.1956 0.05
C -2.5980 -3.9147 2.5142 -0.25
C -3.2176 -4.9727 3.1845 -0.05
C -3.5179 -6.1548 2.5352 -0.12
C -3.2027 -6.2875 1.1889 -0.12
C -2.5890 -5.2346 0.5338 -0.04
C -2.2609 -4.0325 1.1644 -0.05
C -1.5350 -2.9478 0.3824 -0.50
O -0.8895 -2.0913 1.0036 -0.10
N -1.6941 -3.0841 -0.9346 -0.01
N -1.0206 -2.0719 -1.6005 -0.10
C -1.2060 -2.1115 -2.8511 -0.91
S -2.1290 -3.3830 -3.6666 0.87
C -1.8918 -2.7070 -5.3303 -0.57
C -0.5709 -1.9443 -5.3568 -0.57
S -0.5492 -0.8491 -3.9252 0.91
H -2.7014 -2.8675 4.0865 0.09
H -3.4621 -4.8420 4.2359 0.10
H -3.9938 -6.9611 3.0814 0.09
H -3.4306 -7.2001 0.6521 0.09
H -2.3359 -5.3022 -0.5158 0.10
H -2.7083 -2.0289 -5.5887 0.06
H -1.8839 -3.5312 -6.0457 0.06
H -0.4971 -1.3426 -6.2651 0.07
H 0.2688 -2.6432 -5.3368 0.07
C -3.6083 1.8534 -4.2746 -0.06
N -2.5841 2.4312 -3.4350 -0.08
C -1.8283 3.4720 -3.8974 -0.11
C -0.7955 3.9425 -3.1923 -0.02
C -0.4614 3.2987 -1.9078 -0.54
O 0.4428 3.7705 -1.2082 -0.03
N -1.1723 2.2023 -1.5280 0.11
C -2.2303 1.7594 -2.2387 -0.57
O -2.9184 0.7924 -1.9055 -0.02
H -4.0994 2.6469 -4.8438 0.07
H -4.3337 1.3466 -3.6438 0.08
H -3.1899 1.1140 -4.9660 0.08
H -2.1418 3.8828 -4.8519 0.11
H -0.2069 4.7809 -3.5333 0.09